ORCA calculation (ωB97M-V/def2-TZVPD) on 10 unconnected molecules or ions with the total composition C40H110N10O10.

Calculated values
net charge	0
highest occupied orbital energy	-0.3093	Ha
Kohn-Sham gap	0.322	Ha
energy above the lowest of the compared OMol25 structures with the same formula, charge and spin	99.8	kcal/mol
spin multiplicity	1
E_tot	-2889.652103	Ha

Element x y z (Å)
H (3.649, -0.492, 1.536)
H (-1.405, 2.570, -1.002)
C (0.911, 0.410, 2.970)
H (5.152, -3.249, 2.720)
H (2.093, -2.820, -8.051)
H (-0.077, -4.665, -0.009)
H (4.005, -0.367, -4.282)
C (-2.226, -4.416, -1.445)
H (-4.636, 0.368, -1.240)
H (0.525, -1.523, 0.883)
C (-2.266, 1.411, 10.359)
C (-1.674, -3.481, -0.346)
H (-4.386, 3.505, 1.928)
H (-1.212, -1.037, 2.248)
H (0.235, 4.433, 1.730)
H (3.127, -0.234, 5.021)
H (1.416, -5.697, -2.766)
H (-2.786, -2.663, -4.939)
H (0.620, -3.548, -2.653)
H (1.811, 4.432, -5.112)
H (-1.809, -4.228, -2.435)
H (-1.759, 3.372, 11.023)
O (-1.687, 1.580, 7.896)
C (-3.703, 0.355, -0.676)
H (4.929, 2.454, -6.194)
C (-2.723, -0.901, -6.115)
H (2.434, 0.828, -5.449)
H (6.052, -2.065, 3.653)
H (3.311, 2.730, -6.946)
H (-5.617, 1.531, 3.425)
C (0.029, 0.367, 1.767)
H (3.043, -2.012, 3.198)
O (-1.140, -1.573, -4.377)
H (1.433, -8.229, -2.859)
O (-1.615, -2.809, 1.999)
N (4.344, 0.505, -4.663)
H (1.439, 0.459, -1.920)
N (-3.840, 0.807, 3.731)
H (-1.086, 0.493, -4.367)
N (-2.079, -1.481, -7.289)
H (4.500, -2.831, 5.519)
H (-0.044, 1.370, 1.347)
H (2.958, -0.434, -1.500)
C (2.426, 3.191, 5.281)
H (-2.329, 0.115, -6.075)
O (1.708, -0.012, 0.096)
C (-0.788, -0.357, -3.754)
H (-0.505, -5.039, -4.101)
O (-3.779, 1.116, 0.545)
H (3.583, 0.533, -7.911)
C (3.470, 0.916, -5.779)
H (0.475, 1.102, 3.691)
H (-3.190, -3.988, 1.201)
H (-3.030, -3.136, 3.487)
C (3.849, 2.370, -6.069)
O (5.430, -1.375, 1.854)
H (-2.496, -2.399, -7.345)
C (0.415, -0.479, 0.591)
C (0.547, -4.269, -5.855)
C (-4.171, -0.706, -6.456)
H (0.147, 2.099, 7.386)
C (0.269, 5.638, 3.448)
C (4.032, -0.513, 4.482)
H (-2.012, -5.462, -1.222)
H (-0.030, -2.778, -3.959)
H (-1.504, -2.497, 4.030)
H (-1.277, 6.050, -4.892)
C (-4.132, 2.880, 2.784)
C (1.894, -0.312, -1.298)
H (-2.907, 0.774, -1.291)
H (1.577, -4.032, -6.124)
C (3.923, -1.849, 3.820)
O (1.211, 3.780, 4.813)
H (-1.090, -1.593, -7.116)
C (1.511, 4.980, 4.052)
H (3.150, 2.797, 4.567)
C (3.642, -0.058, -6.997)
H (-4.303, -0.251, -7.438)
C (-4.868, 0.753, 1.419)
C (0.149, 3.072, -3.827)
H (3.767, -2.630, -8.047)
H (3.814, -1.997, 0.639)
H (1.035, -0.516, 3.532)
H (-4.135, -0.157, 3.664)
C (-2.655, 2.857, 10.676)
H (0.150, -3.188, 0.301)
H (0.324, 2.278, -1.283)
H (-1.312, 5.307, 1.879)
H (-0.686, 0.365, 9.208)
H (0.358, 5.101, -3.155)
H (-0.360, 5.928, 4.289)
C (-0.708, 1.649, 6.883)
H (-3.068, 2.751, 2.586)
H (2.438, -5.724, -4.107)
O (2.728, -1.163, -7.044)
H (-5.018, -0.323, 1.500)
C (-2.505, -1.621, -4.783)
H (-4.212, 3.445, 3.713)
O (0.807, -6.972, -4.379)
H (3.517, 3.030, -5.267)
C (-0.518, 4.800, 2.427)
H (4.687, -0.537, 0.105)
H (4.160, 1.111, -3.876)
H (0.416, 4.492, -5.969)
H (1.539, -1.328, -1.470)
H (-1.567, -4.182, 3.487)
C (4.349, -1.107, 0.971)
H (2.483, -8.123, -4.249)
C (0.050, 4.574, -4.058)
N (-1.311, -0.033, 2.198)
H (-2.925, 0.633, 3.341)
H (2.012, 5.734, 4.660)
N (0.911, 4.884, -5.180)
H (-1.019, 3.935, 2.861)
H (-1.854, -4.820, 1.419)
H (0.293, -5.153, -6.439)
H (-0.157, -3.501, -6.175)
H (-0.344, 2.013, 9.428)
H (-3.425, -0.697, -0.615)
C (1.437, -8.176, -3.948)
H (-3.207, -1.120, -4.118)
C (5.178, -2.200, 3.015)
C (2.852, -2.042, -8.122)
H (-0.021, 2.519, -4.751)
H (0.260, -0.183, -3.510)
C (0.482, -4.650, -4.353)
H (-0.505, 0.692, 6.402)
N (-0.234, -3.763, -0.435)
H (-0.386, -0.474, -0.148)
C (-0.524, 2.909, -1.548)
H (-2.046, 5.194, -3.572)
H (1.133, 2.688, -3.561)
H (0.921, -9.032, -4.382)
H (-3.066, 3.324, 9.781)
N (0.467, 6.904, 2.806)
H (0.946, 7.526, 3.442)
H (-0.345, 3.970, -1.371)
H (-5.841, 1.011, 1.000)
H (2.149, 4.785, 3.190)
H (4.037, 0.218, 3.673)
H (-1.832, 4.395, -5.155)
C (-4.707, 1.485, 2.827)
C (-2.120, -3.818, 1.083)
H (2.903, -2.768, 5.393)
H (-2.048, 0.073, 1.516)
N (-1.754, 0.885, 11.667)
H (-1.294, -0.113, -2.820)
H (4.695, -0.340, -6.987)
H (2.996, 3.947, 5.822)
H (-1.032, 2.339, 6.103)
H (-4.632, -0.047, -5.721)
H (2.728, -1.446, -9.026)
H (-1.188, 0.072, 11.474)
H (1.933, 0.705, 2.735)
H (4.921, -0.337, 5.089)
C (-1.955, -3.179, 3.310)
C (1.380, -5.784, -3.852)
H (-4.720, -1.646, -6.406)
O (-0.817, 2.650, -2.888)
H (-3.309, -4.393, -1.566)
H (2.201, 2.441, 6.039)
H (-2.565, 0.583, 12.187)
N (3.746, -2.869, 4.847)
H (-3.359, 2.913, 11.506)
C (-1.171, 1.341, 9.200)
H (-1.777, -2.421, -0.578)
N (0.702, -3.400, -3.649)
C (-1.381, 5.070, -4.427)
H (-0.436, 7.354, 2.756)
H (-3.098, 0.802, 10.006)